Entry from the OMol25 dataset: C33H48NO2PSTi as an isolated structure at a distorted geometry (the ωB97M-V functional and the def2-TZVPD basis).

Last column: Löwdin charge in e.
Element x y z (Å)
C: 7.16 -4.54 1.14  -0.115
C: 7.77 -3.18 0.82  -0.273
C: 6.87 -2.38 -0.11  -0.233
C: 7.55 -1.06 -0.56  -0.199
C: 6.88 0.15 0.12  -0.197
C: 5.83 0.79 -0.83  -0.199
C: 4.51 1.15 -0.10  -0.203
C: 3.87 2.44 -0.69  -0.180
C: 2.34 2.34 -0.79  -0.204
C: 1.79 2.53 -2.22  -0.183
C: 1.11 1.27 -2.81  -0.188
C: -0.39 1.49 -2.99  -0.179
C: -1.19 0.16 -3.08  -0.084
C: -2.24 0.16 -2.02  -0.123
C: -2.23 -0.75 -0.98  0.008
C: -3.18 -0.74 0.06  -0.258
C: -3.08 -1.80 1.14  -0.188
C: -3.37 -3.23 0.62  -0.393
C: -2.57 -4.29 1.38  -0.043
C: -4.87 -3.46 0.63  -0.037
C: -4.17 0.28 0.05  -0.070
C: -5.10 0.46 1.27  0.000
C: -4.12 1.21 2.19  -0.182
C: -3.79 2.54 1.91  0.002
C: -2.85 3.24 2.64  -0.005
C: -2.20 2.63 3.70  -0.007
C: -2.50 1.31 4.03  -0.300
C: -1.76 0.66 5.19  -0.009
C: -3.45 0.61 3.28  -0.068
C: -4.23 1.17 -1.02  -0.020
C: -3.28 1.08 -2.01  0.006
C: -3.60 2.19 -2.99  -0.455
O: -2.97 2.62 -3.89  0.176
N: -4.86 2.75 -2.59  -0.081
P: -6.17 2.10 -3.63  0.428
S: -5.54 1.17 -5.19  0.275
C: -5.19 2.29 -1.29  -0.469
O: -6.08 2.69 -0.61  0.151
H: 7.17 -5.18 0.26  0.072
H: 6.14 -4.41 1.51  0.065
H: 7.75 -5.04 1.91  0.069
H: 8.72 -3.34 0.33  0.109
H: 7.93 -2.60 1.73  0.111
H: 5.94 -2.19 0.43  0.099
H: 6.60 -2.97 -0.99  0.108
H: 8.61 -1.09 -0.34  0.105
H: 7.46 -0.98 -1.64  0.099
H: 7.61 0.90 0.41  0.109
H: 6.35 -0.16 1.01  0.091
H: 5.58 0.04 -1.58  0.105
H: 6.25 1.65 -1.33  0.109
H: 4.69 1.33 0.96  0.102
H: 3.83 0.30 -0.21  0.094
H: 4.32 2.60 -1.66  0.097
H: 4.17 3.26 -0.03  0.110
H: 1.92 3.09 -0.12  0.096
H: 1.99 1.37 -0.44  0.072
H: 2.56 2.85 -2.91  0.109
H: 1.06 3.34 -2.21  0.104
H: 1.32 0.41 -2.17  0.098
H: 1.54 1.11 -3.79  0.120
H: -0.57 2.13 -3.84  0.116
H: -0.73 2.05 -2.11  0.106
H: -0.49 -0.65 -2.91  0.115
H: -1.69 0.09 -4.04  0.141
H: -1.44 -1.50 -0.95  0.145
H: -3.77 -1.63 1.93  0.092
H: -2.04 -1.86 1.60  0.093
H: -3.06 -3.30 -0.42  0.137
H: -2.47 -4.07 2.45  0.088
H: -1.58 -4.40 0.95  0.087
H: -3.07 -5.24 1.25  0.094
H: -5.28 -3.61 1.63  0.100
H: -5.36 -2.59 0.18  0.082
H: -5.14 -4.30 -0.01  0.099
H: -5.97 1.07 1.05  0.129
H: -5.44 -0.47 1.70  0.120
H: -4.26 3.03 1.06  0.123
H: -2.62 4.26 2.36  0.133
H: -1.47 3.17 4.28  0.133
H: -1.14 -0.17 4.84  0.085
H: -2.47 0.34 5.94  0.106
H: -1.08 1.38 5.63  0.091
H: -3.65 -0.41 3.57  0.131
H: -6.82 1.19 -2.78  0.006
H: -7.08 3.14 -3.88  0.007
Ti: -1.54 0.05 1.61  1.291

## Properties
Total charge: +2
HOMO-LUMO gap, Eh: 0.1829
HOMO level, eV: -13.50
E_tot, a.u.: -3079.7899
Lowest unoccupied orbital energy, eV: -8.522